# C2H2NO3S

The ion C2H2NO3S with charge -1 at a distorted geometry (ωB97M-V with the def2-TZVPD basis set, the OMol25 dataset).

The geometry in XYZ format:
```
9
Properties=species:S:1:pos:R:3:forces:R:3:lowdin_charge:R:1
N 0.126092 -0.044666 0.028471 0.11 0.29 -0.05 0.06
S 1.839424 1.854818 0.079379 -0.12 -0.74 -0.12 0.85
H -0.479528 0.771250 0.119963 -0.01 -0.19 -0.04 0.07
H -0.230272 -0.981122 -0.008768 0.24 -0.12 0.07 0.10
O 3.802562 -0.380417 -0.247758 0.83 0.43 -0.13 -0.04
C 1.425008 0.239977 -0.015046 1.70 -0.08 0.26 -0.51
O 0.522949 2.621292 0.167203 -0.33 0.29 0.03 -0.73
O 2.336092 -1.991508 0.348011 -0.23 -0.86 0.22 -0.04
C 2.738470 -0.882805 0.034697 -2.19 0.98 -0.23 -0.75
```
Forces are in eV/Å.

Computed properties:
Net charge: -1
ΔE to the lowest compared entry with this formula, charge and spin, kJ/mol: 4.0
Max |F|, eV/A: 2.413
Kohn-Sham gap, eV: 7.8
HOMO level, eV: -3.87

***

# C9H12O

An isolated molecule of C9H12O at a distorted geometry (ωB97M-V with the def2-TZVPD basis set, the OMol25 dataset).

The geometry in XYZ format:
```
22
Properties=species:S:1:pos:R:3:forces:R:3:lowdin_charge:R:1
O -0.892631 -1.285042 1.991598 -0.17 0.25 -0.05 0.05
H -0.166007 -1.564215 2.559527 0.04 0.09 0.02 0.11
C -0.742751 0.735626 -1.861954 0.12 0.12 0.15 -0.21
H 0.807232 -0.481314 -2.812171 0.04 -0.18 0.15 0.11
C 0.489120 0.657160 1.882258 0.40 0.05 0.34 -0.12
H -0.218014 1.952251 -0.169667 -0.05 0.12 -0.02 0.11
C -1.654953 0.533999 0.564085 0.08 0.02 0.15 -0.14
H -2.270159 -0.264252 0.149472 -0.06 -0.06 0.01 0.12
H 1.196724 -2.784341 0.071675 0.07 -0.05 0.02 0.08
C -1.098554 1.429801 -0.548713 -0.05 -0.13 -0.10 -0.20
H -1.635259 0.253033 -2.270155 -0.07 0.00 -0.07 0.11
H -1.860205 2.174920 -0.786315 0.07 0.09 0.06 0.11
H 2.329202 -2.330587 -1.214151 0.01 0.00 -0.04 0.08
C 0.372700 -0.280722 -1.821893 -0.16 0.24 -0.50 -0.14
H -2.300338 1.150704 1.206056 -0.04 -0.14 0.00 0.12
C 1.745817 -1.949073 -0.368459 0.04 0.00 0.12 -0.11
C -0.588826 -0.080442 1.415683 0.26 -0.63 -1.12 -0.34
H 2.436214 -1.559983 0.380326 0.10 -0.06 0.06 0.07
H 2.246245 1.826343 2.685608 0.49 0.30 0.20 0.02
H -0.457265 1.509667 -2.580558 -0.07 -0.02 -0.01 0.11
C 1.450744 1.262701 2.300884 -0.51 -0.26 -0.17 0.14
C 0.810963 -0.906232 -0.773134 -0.54 0.25 0.82 -0.06
```
Forces are in eV/Å.

Computed properties:
Net charge: 0
ΔE to the lowest compared entry with this formula, charge and spin, kJ/mol: 513.4
Max |F|, eV/A: 1.308
Kohn-Sham gap (alpha / beta), eV: 8.1 / 7.4
HOMO level (alpha / beta), eV: -7.63 / -6.90

***

# C6H13ClNO2

A cluster of 2 separate species, C6H13ClNO2 in total at a distorted geometry (ωB97M-V with the def2-TZVPD basis set, the OMol25 dataset).

The geometry in XYZ format:
```
23
Properties=species:S:1:pos:R:3:forces:R:3:lowdin_charge:R:1
H -3.565551 -1.921887 -0.489066 -3.92 0.54 -0.80 0.05
H -1.680248 2.183550 -1.098119 -0.74 0.28 -0.64 0.13
H -1.273859 2.305634 0.555769 -0.43 0.58 1.02 0.13
C -0.567217 -0.424792 -0.278200 0.32 0.72 2.54 -0.29
C -1.561030 1.619208 -0.199885 1.63 0.51 -0.21 -0.06
H 4.080791 1.690232 0.069669 0.77 1.05 0.05 0.07
H -2.516134 -2.076969 0.811590 0.83 -0.49 -1.56 0.14
H 5.009299 0.651289 -0.929787 -0.50 -0.76 -2.30 0.04
C 4.669033 0.781137 0.044663 -0.24 -0.11 1.32 -0.17
H -2.180209 -2.550440 -1.164667 0.07 0.22 2.27 0.16
C 3.661369 -0.177607 0.605173 2.02 0.39 -0.30 -0.63
H -2.059380 -0.348021 -1.640781 -0.18 -0.48 1.47 0.23
H -2.674445 0.322135 1.099613 -0.26 -0.53 2.77 0.11
H 3.599024 -0.375538 1.642785 -0.17 -0.26 0.71 0.04
C -2.605978 0.580515 0.117320 -1.02 1.63 -3.16 -0.06
O -0.288098 0.896466 -0.448054 -0.67 -1.45 0.04 -0.02
H 0.359537 -0.549091 1.439196 0.35 0.06 -0.14 0.11
Cl 2.551142 -0.885991 -0.406833 -0.83 -0.60 -0.65 0.71
O -0.445951 -0.900880 1.043721 -0.29 0.21 -1.96 0.06
H -3.600455 0.826026 -0.335024 0.81 -0.18 0.60 0.18
N -2.025178 -0.551131 -0.595524 0.43 -1.12 -1.99 -0.09
C -2.582603 -1.904975 -0.301962 3.01 -0.47 -0.25 0.05
H 5.696141 0.811120 0.458410 -1.02 0.27 1.16 0.09
```
Forces are in eV/Å.

Computed properties:
Net charge: +1
ΔE to the lowest compared entry with this formula, charge and spin, kJ/mol: 379.4
Max |F|, eV/A: 4.033
Kohn-Sham gap (alpha / beta), eV: 5.4 / 10.4
HOMO level (alpha / beta), eV: -10.33 / -13.56

***

# C2H12NO3

A cluster of 4 separate species, C2H12NO3 in total (ωB97M-V with the def2-TZVPD basis set, the OMol25 dataset).

The geometry in XYZ format:
```
18
Properties=species:S:1:pos:R:3:forces:R:3:lowdin_charge:R:1
H -1.723875 1.984043 0.579526 -0.31 0.18 -0.16 0.13
H -2.068475 1.274063 -2.444817 -0.03 -0.11 0.08 0.09
H 2.487408 2.767646 2.151575 -0.14 -0.10 0.02 0.04
H -0.478160 -2.612850 -1.758562 0.23 -0.35 0.07 0.07
H 0.133884 0.419039 -0.041323 -0.08 0.57 0.16 0.17
N -0.862575 0.251073 -0.231974 0.89 -0.30 -0.09 0.17
H 2.379345 3.383959 0.780042 -0.14 -0.07 -0.02 0.04
H -2.852684 2.683355 -1.528820 0.11 0.06 -0.15 0.09
O 0.078256 -2.102395 -1.162066 -0.29 0.41 -0.08 -0.04
H -1.157824 -0.340024 0.541700 -0.30 -0.06 0.10 0.17
O 2.149806 -3.296729 1.452008 -0.43 0.17 0.04 -0.06
H -0.785067 -0.386193 -1.034112 -0.35 -0.03 -0.12 0.12
H 2.405879 -4.224992 1.473171 0.04 0.03 0.05 0.05
C -2.215157 1.810048 -1.515961 -0.23 0.20 0.16 0.08
C -1.685888 1.462751 -0.366713 0.49 -0.28 0.20 -0.13
H 1.729436 -3.126284 2.307802 0.24 -0.16 -0.22 0.04
H 0.534851 -2.705533 -0.565082 0.13 -0.22 0.00 0.05
O 1.930839 2.759022 1.363607 0.17 0.06 -0.07 -0.07
```
Forces are in eV/Å.

Computed properties:
Net charge: +1
ΔE to the lowest compared entry with this formula, charge and spin, kJ/mol: 106.6
Max |F|, eV/A: 0.945
Kohn-Sham gap, eV: 11.5
HOMO level, eV: -14.65

***

# H10O13S2Tl4

A structure of composition H10O13S2Tl4 at a distorted geometry (ωB97M-V with the def2-TZVPD basis set, the OMol25 dataset).

The geometry in XYZ format:
```
29
Properties=species:S:1:pos:R:3:forces:R:3:lowdin_charge:R:1
S 0.117599 0.024473 0.047822 3.08 -1.24 -1.51 0.30
O -0.917103 3.993958 0.511689 1.18 0.22 0.20 -0.26
O 1.253948 -0.800569 -0.460064 -1.23 1.63 0.95 -0.39
Tl 1.174522 3.849683 -1.685888 0.75 0.39 -0.34 1.77
O 0.911932 -3.351721 1.804285 0.56 -0.08 -0.78 0.21
H -0.798729 -2.251812 -1.336489 0.16 0.35 -0.45 0.01
H 4.331438 -0.776333 2.007031 0.81 -0.22 -0.08 0.18
O -2.576188 2.282547 0.411260 -0.97 0.53 0.31 -0.16
O -0.308333 -0.223951 1.395650 -0.53 -0.79 0.95 -0.23
O 3.634569 -1.143275 1.411292 -0.68 -0.70 0.25 0.17
O 2.834469 1.343505 -2.012284 -0.08 0.58 0.86 0.14
S -2.194314 3.621200 -0.079340 0.78 -0.05 -1.32 0.34
H 1.376094 -3.570042 2.649005 0.29 -0.57 0.34 0.18
H 2.279635 0.708270 -1.532629 -0.20 -0.32 -0.10 0.03
H 3.459960 0.793339 -2.529036 0.42 0.42 -0.96 0.17
O 0.442583 1.482707 0.050610 0.14 0.89 -0.48 -0.30
Tl -3.357132 0.821562 -2.011940 -0.91 -0.60 -0.44 1.73
H -2.471247 -1.731939 0.376508 0.02 -0.54 0.11 0.10
O -3.340159 -1.333368 0.204063 0.06 0.72 -0.78 0.24
O -3.283291 4.548472 0.315487 -0.67 -0.44 -0.07 0.30
H 0.478598 -2.496661 1.975714 -0.08 0.13 0.25 0.09
Tl -0.571774 2.275482 2.924987 0.04 0.92 1.41 1.55
O -1.058028 -0.258086 -0.830180 -2.06 0.20 -0.13 -0.29
Tl 2.608897 -3.301313 -0.754309 -0.21 -0.80 0.51 1.81
H -0.974772 -3.528576 -2.180407 0.29 -0.62 -0.49 0.16
H 2.952236 -0.457919 1.376045 0.13 0.31 -0.09 0.07
O -2.053998 3.462218 -1.548127 -0.68 0.16 0.75 -0.17
O -0.368866 -3.085308 -1.550515 0.26 -0.45 0.74 0.08
H -3.582558 -0.896551 1.049749 -0.68 -0.04 0.36 0.17
```
Forces are in eV/Å.

Computed properties:
Net charge: +8
ΔE to the lowest compared entry with this formula, charge and spin, kJ/mol: 0.0
Max |F|, eV/A: 3.649
Kohn-Sham gap, eV: 3.0
HOMO level, eV: -35.79

***

# C21H24N2O7

An isolated molecule of C21H24N2O7 at a distorted geometry (ωB97M-V with the def2-TZVPD basis set, the OMol25 dataset).

The geometry in XYZ format:
```
54
Properties=species:S:1:pos:R:3:forces:R:3:lowdin_charge:R:1
H -1.681032 -2.999236 1.639811 0.03 -0.18 -0.03 0.11
C -5.342060 1.794481 2.312921 0.03 0.20 0.03 -0.08
C -7.285952 -1.607538 1.638519 -0.50 0.18 -0.02 -0.07
C 4.844738 1.696323 -3.181863 0.07 0.04 -0.12 -0.19
H -2.597988 -5.076767 2.216727 -0.01 0.01 -0.04 0.10
C -2.211304 -0.966165 1.944524 -0.86 -0.38 -0.06 -0.17
O -6.107942 -2.378375 1.687976 0.48 0.02 0.10 -0.04
H 2.551301 3.106307 -1.107982 -0.03 0.03 0.01 0.10
H 5.801919 4.016299 -4.245920 -0.03 -0.02 -0.02 0.10
H 6.181088 3.169679 -5.765752 -0.06 0.07 0.04 0.09
H -7.459597 -1.068146 2.571812 -0.01 -0.06 -0.11 0.09
H -4.793425 1.979557 3.242092 0.00 0.00 -0.04 0.10
H -0.695034 1.213182 3.279781 -0.02 0.01 -0.04 0.13
H 4.482733 3.393681 -5.280065 0.03 0.01 0.03 0.10
C 3.216017 2.359490 -1.505784 -0.14 0.04 0.15 -0.01
O -5.623802 0.428480 2.137457 0.15 -0.49 -0.04 -0.11
H 7.324222 0.235738 -3.986247 -0.06 -0.08 -0.02 0.09
O 5.606820 1.949800 -4.298726 -0.07 -0.33 0.29 -0.12
C -3.818325 -2.730919 1.656434 -0.20 0.06 0.00 -0.19
C -3.216110 -5.001033 1.316506 0.18 -0.15 -0.02 -0.08
O 1.347676 -0.697398 2.032006 0.60 0.31 0.29 -0.10
H 7.054073 -1.518945 -4.132015 -0.02 0.07 -0.02 0.09
H -3.014313 0.987522 2.239452 0.00 0.14 0.02 0.10
H 1.685289 1.071750 3.023056 -0.09 -0.03 -0.13 0.16
H -3.750972 -5.937359 1.165674 0.08 0.04 0.01 0.09
H 2.761128 -0.175997 0.594667 -0.17 0.21 -0.03 0.14
H -7.271054 -0.897125 0.809141 -0.01 -0.06 0.06 0.10
C 1.127674 0.718176 2.148882 -0.27 0.38 -0.06 -0.19
H -8.086593 -2.330579 1.482172 0.04 0.06 0.00 0.10
C 3.319844 1.118111 -0.897391 0.20 0.29 -0.41 -0.22
H 4.287000 -0.800669 -0.985208 0.03 -0.15 0.05 0.13
C 5.498659 3.206465 -4.917421 -0.01 0.16 -0.09 -0.09
O 5.739841 -0.612454 -2.940928 -0.26 0.16 0.26 -0.07
H -6.313989 2.282978 2.368826 0.10 0.03 0.01 0.10
H -4.780704 2.205244 1.467716 0.00 -0.02 0.04 0.10
C 6.566949 -0.545049 -4.080402 0.33 -0.10 -0.38 -0.08
O -4.212155 -4.016828 1.453379 -0.13 0.41 0.07 -0.06
N 0.147513 -1.347580 1.900587 -0.83 -0.46 -0.19 0.13
C -0.833593 -0.539388 2.026350 0.99 0.57 0.10 -0.22
C -4.577080 -0.451944 2.000730 -0.26 -0.16 -0.03 -0.17
H -0.766037 1.589220 1.544868 -0.02 0.00 0.09 0.12
C 4.951633 0.433882 -2.566052 -0.10 0.01 0.13 -0.19
C -2.505247 -2.314611 1.735890 -0.01 0.07 0.01 0.04
H 3.875468 3.600579 -3.084893 0.02 0.08 -0.08 0.10
C -0.388593 0.883173 2.286252 0.21 -0.19 -0.02 -0.04
N 2.598405 0.763561 0.247687 0.20 -0.48 0.13 0.15
C 4.185377 0.174549 -1.436250 0.03 0.17 -0.14 0.06
C -4.881034 -1.804855 1.784101 -0.02 -0.09 -0.03 -0.12
C 3.974176 2.628153 -2.631166 0.18 -0.14 -0.14 -0.01
O 1.253883 2.578208 0.639223 0.00 0.23 -0.01 0.08
H 5.988766 -0.379167 -4.991560 0.06 -0.02 0.07 0.09
H -2.573175 -4.806557 0.452141 -0.02 0.00 0.04 0.10
C -3.249274 -0.049859 2.075214 0.34 -0.06 -0.01 0.03
C 1.664192 1.469956 0.913051 -0.17 -0.43 0.31 -0.42
```
Forces are in eV/Å.

Computed properties:
Net charge: 0
ΔE to the lowest compared entry with this formula, charge and spin, kJ/mol: 606.5
Max |F|, eV/A: 1.151
SMILES string: COc1ccc(NC(=O)[C@H]2CC(c3cc(OC)c(OC)c(OC)c3)=NO2)cc1OC
Kohn-Sham gap, eV: 8.4
HOMO level, eV: -7.76